Record 1
The following is a DFT calculation (wB97M-V/def2-TZVPD) of one molecule with the formula C21H32N4O3.

```
60
Properties=species:S:1:pos:R:3:forces:R:3
C -7.162 1.212 -2.345 0.000 0.000 0.000
C -5.652 1.404 -2.412 -0.002 0.000 0.000
C -4.884 0.242 -1.796 0.001 0.000 0.000
C -3.372 0.421 -1.859 0.005 0.053 0.097
C -2.621 -0.749 -1.235 -0.009 -0.075 -0.208
C -1.121 -0.680 -1.325 0.019 0.019 0.254
C -0.394 0.430 -1.352 -0.011 -0.002 -0.138
C 1.106 0.426 -1.407 0.004 0.007 -0.003
C 1.710 1.599 -0.647 -0.005 0.001 0.000
O 0.999 2.489 -0.195 -0.001 -0.002 -0.001
N 3.063 1.624 -0.508 0.005 0.000 0.001
C 3.704 2.790 0.099 0.001 -0.002 -0.002
C 4.682 2.399 1.202 -0.002 0.000 -0.004
C 4.041 1.507 2.230 0.003 0.008 -0.008
C 4.794 0.352 2.824 0.006 -0.005 0.005
C 3.678 0.086 1.861 -0.009 0.000 0.010
C 2.414 -0.463 2.479 -0.005 -0.004 -0.004
O 2.399 -1.405 3.247 0.003 -0.001 -0.001
N 1.263 0.130 2.055 0.002 0.001 0.000
C -0.014 -0.439 2.391 -0.005 0.004 0.005
C -0.286 -1.728 1.676 -0.003 -0.002 -0.001
N -1.367 -2.433 1.730 0.001 -0.002 -0.001
C -1.068 -3.487 0.898 0.002 0.000 0.004
C -2.017 -4.594 0.617 -0.002 0.002 -0.003
N 0.117 -3.431 0.371 0.000 0.000 -0.001
O 0.651 -2.249 0.892 0.001 0.001 -0.001
C 3.948 -0.511 0.474 0.006 -0.002 0.001
C 3.909 0.463 -0.728 -0.001 -0.002 -0.001
H -7.694 2.053 -2.791 0.000 0.000 0.000
H -7.464 0.307 -2.876 0.000 0.000 0.000
H -7.497 1.115 -1.311 0.000 0.000 0.000
H -5.341 1.527 -3.454 0.000 0.000 0.000
H -5.375 2.330 -1.899 0.001 0.000 0.000
H -5.191 0.118 -0.751 0.000 0.000 0.000
H -5.162 -0.687 -2.306 0.000 0.000 0.000
H -3.057 0.536 -2.901 0.000 0.000 0.000
H -3.104 1.353 -1.352 -0.001 0.001 -0.001
H -2.906 -0.858 -0.182 -0.001 0.000 0.000
H -2.952 -1.674 -1.720 0.000 0.000 -0.001
H -0.602 -1.635 -1.313 -0.002 -0.002 0.001
H -0.863 1.407 -1.357 0.001 0.001 0.000
H 1.491 -0.523 -1.027 0.000 -0.001 0.003
H 1.454 0.512 -2.444 -0.002 -0.001 0.000
H 4.226 3.357 -0.679 -0.001 0.002 0.001
H 2.910 3.420 0.493 0.001 0.001 0.001
H 5.558 1.900 0.780 0.000 0.000 0.002
H 5.055 3.311 1.673 0.000 0.000 0.000
H 3.335 2.007 2.886 0.000 -0.004 0.003
H 5.802 0.183 2.464 -0.001 0.001 -0.003
H 4.628 0.090 3.859 -0.001 0.002 0.000
H 1.288 0.979 1.513 0.001 0.002 -0.002
H -0.082 -0.640 3.462 0.002 -0.001 -0.001
H -0.801 0.265 2.125 0.001 -0.001 -0.002
H -1.573 -5.304 -0.077 0.001 0.001 0.000
H -2.275 -5.106 1.543 0.000 0.002 0.001
H -2.936 -4.193 0.190 -0.001 -0.002 0.000
H 4.912 -1.023 0.475 0.000 0.002 0.000
H 3.203 -1.293 0.312 0.000 0.000 -0.002
H 3.585 -0.072 -1.618 -0.003 0.000 0.001
H 4.908 0.834 -0.953 0.000 0.000 0.001
```
Positions in Å, forces in eV/Å.

## Properties
ΔE to the lowest compared entry with this formula, charge and spin	73.5	kcal/mol
net charge	0
SMILES	CCCCC/C=C/CC(=O)N1CC[C@@H]2C[C@]2(C(=O)NCc2nc(C)no2)CC1
electronic energy	-1264.1353	a.u.
LUMO energy	0.8	eV
strongest force on any atom	0.3	eV/Å

Record 2
The following is a DFT calculation (wB97M-V/def2-TZVPD) of C33H41N3O24S as an isolated structure at a distorted geometry.

```
102
Properties=species:S:1:pos:R:3:forces:R:3
C 0.393 0.409 -0.141 0.098 1.180 -0.116
C 0.804 1.854 -0.473 -0.247 -0.582 0.276
O 0.486 2.109 -1.826 -0.035 0.280 -0.171
C -0.119 3.370 -2.054 -0.461 -0.573 0.152
C -0.778 3.396 -3.433 0.644 0.656 0.473
O -2.021 4.083 -3.321 -0.189 -0.191 -0.264
C -3.148 3.306 -3.685 0.323 -0.244 0.404
C -3.535 2.264 -2.645 -0.134 0.352 -0.199
C -2.766 1.080 -2.407 -0.038 -0.131 0.062
C -3.113 0.149 -1.487 0.117 -0.531 0.194
C -4.299 0.319 -0.730 0.524 -0.053 -0.299
N -4.819 -0.499 0.197 -0.235 0.307 -0.161
S -6.169 0.220 0.682 -0.043 -0.211 0.397
N -6.157 1.562 -0.184 0.131 -0.154 -0.132
C -5.055 1.488 -0.952 -0.708 0.399 0.250
C -4.661 2.468 -1.904 -0.125 0.066 -0.134
N -5.486 3.636 -2.043 0.266 -0.099 0.247
C -5.544 4.372 -1.072 0.315 -0.771 -0.621
O -5.564 5.073 -0.162 -0.379 0.830 0.633
H 0.420 -0.172 -1.057 0.242 -0.295 0.076
H 1.073 0.034 0.612 -0.113 -0.403 0.043
H -0.631 0.434 0.224 -0.082 -0.286 0.089
H 1.864 2.022 -0.270 0.131 0.008 -0.222
H 0.249 2.516 0.199 -0.006 0.259 -0.137
H -0.922 3.502 -1.322 0.005 0.166 0.106
H 0.592 4.193 -1.945 0.121 -0.008 0.056
H -0.877 2.403 -3.856 -0.080 -0.164 0.098
H -0.131 3.946 -4.104 -0.145 0.160 -0.259
H -3.975 4.000 -3.755 -0.071 0.100 -0.300
H -2.964 2.821 -4.648 -0.091 -0.019 -0.084
H -1.854 0.900 -2.953 0.046 0.143 -0.167
H -2.509 -0.732 -1.327 0.079 -0.040 -0.008
C 0.498 -3.198 3.247 -0.212 -0.145 0.168
C 1.872 -2.947 3.812 0.101 -0.018 0.372
O 2.675 -2.815 2.629 -0.262 -0.018 -0.151
C 1.858 -2.442 1.619 0.007 0.035 0.086
O 2.227 -2.082 0.546 0.062 -0.115 0.037
O 0.557 -2.523 1.986 0.155 -0.036 0.006
H -0.291 -2.788 3.872 -0.040 0.152 -0.165
H 0.302 -4.258 3.072 0.021 0.015 -0.060
H 1.922 -2.021 4.380 0.050 0.000 -0.012
H 2.227 -3.766 4.433 0.192 -0.020 -0.152
C -0.139 1.997 5.577 -0.071 0.292 -0.124
C -0.697 0.881 4.722 -0.198 0.079 -0.161
O 0.343 -0.104 4.787 0.007 0.083 0.185
C 1.054 0.114 5.924 0.099 0.071 0.040
O 1.877 -0.627 6.356 -0.039 -0.088 -0.042
O 0.699 1.284 6.498 -0.040 -0.025 -0.071
H -0.907 2.552 6.110 0.066 -0.091 0.173
H 0.480 2.694 5.010 0.053 -0.060 0.001
H -1.613 0.453 5.132 0.035 -0.015 0.040
H -0.873 1.182 3.692 0.145 -0.126 -0.055
C -0.610 0.274 -7.288 -0.075 -0.185 -0.038
C 0.415 0.708 -8.314 0.066 -0.156 -0.119
O 0.472 2.124 -8.110 -0.065 -0.084 0.076
C 0.063 2.385 -6.846 0.050 0.040 0.021
O 0.152 3.438 -6.307 0.020 -0.004 -0.238
O -0.464 1.272 -6.273 0.004 0.024 -0.105
H -0.417 -0.716 -6.883 0.041 0.084 0.164
H -1.630 0.311 -7.674 0.012 0.042 -0.017
H 1.403 0.285 -8.124 -0.009 0.012 0.047
H 0.120 0.480 -9.335 -0.011 0.188 -0.031
C 3.916 -5.196 -1.453 0.042 -0.159 0.330
C 4.087 -3.704 -1.283 -0.033 -0.011 0.096
O 4.774 -3.342 -2.493 -0.047 -0.137 -0.034
C 4.505 -4.279 -3.425 0.046 0.022 0.062
O 4.795 -4.191 -4.578 0.057 -0.037 -0.066
O 3.870 -5.342 -2.879 0.019 0.096 0.004
H 3.006 -5.574 -0.994 -0.093 -0.021 -0.223
H 4.769 -5.760 -1.074 0.023 0.032 -0.033
H 3.139 -3.175 -1.240 0.010 0.046 -0.062
H 4.678 -3.439 -0.411 0.123 0.094 -0.122
C -9.457 1.972 0.951 0.089 0.151 -0.095
C -10.958 2.139 0.855 -0.047 0.179 -0.059
O -11.433 0.831 1.182 0.120 0.031 0.020
C -10.481 0.207 1.919 -0.011 -0.067 0.045
O -10.634 -0.823 2.486 0.009 -0.042 0.018
O -9.328 0.924 1.921 -0.118 0.077 -0.113
H -8.946 2.870 1.287 0.069 -0.098 0.134
H -9.010 1.641 0.012 -0.018 -0.006 -0.003
H -11.348 2.849 1.586 0.025 -0.023 0.026
H -11.292 2.430 -0.138 -0.081 -0.164 -0.011
C 7.800 -5.964 -3.177 -0.025 0.078 -0.257
C 8.909 -6.983 -3.038 0.062 -0.048 -0.164
O 9.129 -7.008 -1.623 -0.097 0.052 -0.051
C 7.995 -6.586 -1.013 0.025 -0.008 0.046
O 7.790 -6.647 0.154 -0.035 -0.001 0.042
O 7.122 -6.083 -1.921 0.067 -0.031 -0.035
H 7.121 -6.175 -4.000 -0.148 0.001 0.132
H 8.174 -4.944 -3.279 0.015 -0.007 0.038
H 8.606 -7.980 -3.363 -0.036 0.009 0.027
H 9.818 -6.699 -3.561 0.083 0.016 0.170
C 4.412 3.127 8.131 0.110 -0.025 0.189
C 3.190 3.979 8.398 -0.033 0.027 0.227
O 2.805 4.384 7.080 0.068 -0.089 0.019
C 3.297 3.473 6.204 -0.052 -0.110 -0.033
O 3.007 3.424 5.053 -0.096 -0.011 -0.043
O 4.150 2.624 6.819 -0.025 0.127 -0.003
H 4.527 2.309 8.837 -0.041 -0.122 -0.148
H 5.333 3.711 8.106 -0.025 0.028 -0.027
H 2.373 3.409 8.844 0.012 -0.040 -0.045
H 3.400 4.846 9.020 -0.037 0.109 -0.156
```
Positions in Å, forces in eV/Å.

## Properties
net charge	0
electronic energy	-3650.3363	a.u.
LUMO energy	-0.7	eV
strongest force on any atom	1.2	eV/Å

Record 3
The following is a DFT calculation (wB97M-V/def2-TZVPD) of C41H59ClCsN5PSbSe4 as an isolated structure at a distorted geometry.

```
113
Properties=species:S:1:pos:R:3:forces:R:3
Cs 1.469 0.741 1.355 -0.618 0.147 -1.469
N -2.750 -1.295 -0.976 0.099 -0.069 -0.018
C -1.414 -1.546 -1.499 0.089 -0.094 -0.152
C -0.809 -2.817 -0.926 -0.090 -0.020 -0.029
N 0.560 -2.996 -1.424 -0.183 -0.040 0.071
H -3.436 -1.907 -1.397 -0.027 0.026 -0.020
H -3.033 -0.335 -1.132 -0.041 0.021 0.052
H -0.762 -0.705 -1.249 -0.063 0.006 0.063
H -1.395 -1.637 -2.599 0.005 0.049 0.148
H -1.467 -3.664 -1.182 -0.022 0.018 0.075
H -0.788 -2.736 0.158 -0.026 0.007 0.155
H 0.560 -3.168 -2.424 0.046 -0.042 0.203
H 0.981 -3.800 -0.979 0.064 -0.053 -0.002
C -2.335 3.934 3.837 0.043 -0.020 0.023
C -2.420 2.959 4.978 -0.004 -0.080 -0.079
C -2.892 3.372 6.221 -0.050 0.013 0.057
C -2.970 2.496 7.293 -0.007 -0.022 0.036
C -2.564 1.180 7.131 -0.010 -0.003 0.036
C -2.082 0.755 5.903 -0.013 0.020 -0.074
C -2.017 1.620 4.811 0.126 0.165 0.114
P -1.240 1.118 3.206 -0.699 -0.141 0.521
C -2.723 1.156 2.103 0.095 0.046 -0.121
C -2.485 1.861 0.920 -0.037 -0.072 0.035
C -3.487 2.101 -0.008 -0.012 0.025 -0.140
C -4.762 1.622 0.239 -0.001 -0.004 0.013
C -5.016 0.929 1.415 -0.023 0.009 0.043
C -4.028 0.704 2.370 0.023 -0.045 -0.021
C -4.401 0.001 3.644 0.008 0.031 -0.023
C -0.617 -0.546 3.593 0.033 0.003 -0.166
C 0.506 -0.389 4.396 -0.002 -0.268 0.352
C 1.190 -1.442 4.990 -0.316 0.079 0.539
C 0.685 -2.741 4.771 0.041 0.001 -0.022
C -0.382 -2.953 3.956 0.037 -0.085 0.079
C -1.104 -1.887 3.281 -0.128 0.103 0.094
C -2.155 -2.195 2.472 -0.090 -0.122 -0.203
H -2.548 4.951 4.168 0.000 -0.005 0.026
H -3.040 3.673 3.045 0.002 0.042 -0.012
H -1.337 3.911 3.391 -0.030 0.037 -0.053
H -3.193 4.406 6.356 0.007 0.008 -0.052
H -3.331 2.842 8.255 -0.013 0.017 -0.013
H -2.614 0.485 7.961 0.011 0.001 -0.006
H -1.747 -0.267 5.775 -0.008 -0.011 0.017
H -1.503 2.276 0.727 0.136 0.037 -0.043
H -3.256 2.667 -0.904 0.001 0.009 0.026
H -5.566 1.797 -0.467 0.019 -0.013 -0.024
H -6.016 0.553 1.607 0.002 0.019 0.016
H -5.325 -0.565 3.508 0.006 -0.005 -0.017
H -4.557 0.723 4.450 0.015 -0.013 0.013
H -3.618 -0.691 3.946 -0.002 -0.042 0.041
H 0.832 0.623 4.627 0.104 0.121 -0.043
H 1.956 -1.268 5.733 0.117 0.091 -0.107
H 1.165 -3.589 5.252 -0.016 -0.011 0.011
H -0.750 -3.964 3.808 0.008 0.016 -0.043
H -2.666 -1.473 1.859 -0.033 0.075 -0.043
H -2.445 -3.234 2.347 0.056 0.000 -0.033
Se 0.087 3.851 -1.725 -0.309 -0.375 -0.125
Se 1.933 4.706 -0.627 0.402 0.347 -0.335
Se 1.682 4.246 1.637 -0.402 0.195 0.427
Se 3.523 3.002 2.277 0.883 0.161 0.414
C 1.613 2.948 -5.165 0.125 -0.058 0.020
C 1.539 1.466 -5.524 -0.289 -0.182 0.130
C 1.025 1.297 -6.951 0.096 -0.044 0.048
Sb 0.491 0.399 -3.879 -0.152 -0.054 -0.319
C -1.671 0.614 -4.386 0.349 0.028 -0.066
C -2.136 1.957 -3.830 0.031 -0.030 0.061
C -2.138 0.443 -5.828 -0.037 -0.029 0.158
C 0.802 -1.716 -4.543 0.045 0.281 -0.082
C 2.186 -2.121 -4.037 -0.022 0.094 0.064
C 0.644 -2.127 -6.003 -0.011 -0.038 0.157
H 2.278 3.481 -5.857 -0.019 -0.006 -0.038
H 1.972 3.115 -4.150 -0.047 0.054 -0.004
H 0.627 3.414 -5.221 0.002 0.027 0.026
H 2.544 1.035 -5.456 -0.004 -0.021 0.036
H 0.096 1.851 -7.090 0.005 -0.010 -0.027
H 0.845 0.256 -7.217 -0.048 0.046 -0.044
H 1.752 1.706 -7.664 -0.012 0.017 -0.011
H -2.118 -0.186 -3.785 0.038 0.074 -0.031
H -1.746 2.786 -4.428 -0.012 0.011 0.009
H -1.783 2.122 -2.809 -0.060 -0.002 -0.010
H -3.231 2.025 -3.836 -0.005 0.014 -0.021
H -1.758 1.245 -6.460 -0.029 -0.022 -0.036
H -3.234 0.483 -5.871 -0.002 0.024 -0.021
H -1.829 -0.510 -6.255 0.015 -0.009 -0.076
H 0.046 -2.246 -3.953 -0.011 0.105 -0.161
H 2.966 -1.603 -4.605 0.023 -0.005 0.012
H 2.351 -3.200 -4.161 0.040 -0.019 -0.018
H 2.314 -1.867 -2.982 0.059 -0.010 -0.083
H 1.424 -1.677 -6.619 -0.025 -0.008 -0.037
H -0.327 -1.853 -6.412 0.005 0.031 -0.082
H 0.743 -3.217 -6.098 0.037 0.001 -0.039
Cl 5.037 -0.821 5.162 0.002 0.031 0.051
C 4.174 -1.767 3.993 -0.121 0.052 0.024
C 4.437 -3.107 3.846 -0.134 -0.095 -0.162
C 3.688 -3.814 2.904 0.140 0.104 0.128
C 2.793 -3.112 2.118 -0.028 -0.179 -0.155
N 2.572 -1.807 2.229 0.155 -0.250 0.512
C 3.171 -1.163 3.230 0.651 -0.164 -0.564
H 5.204 -3.589 4.437 -0.025 0.013 0.053
H 3.827 -4.879 2.777 -0.013 0.009 -0.060
H 2.238 -3.615 1.334 -0.023 -0.025 -0.012
H 2.991 -0.096 3.314 0.218 -0.079 0.280
C 4.653 -1.699 -0.699 0.038 0.077 -0.014
C 4.463 -0.379 -1.364 0.132 0.133 -0.073
N 3.330 0.249 -1.529 -0.179 -0.195 0.238
C 3.623 1.442 -2.145 0.061 0.108 -0.009
C 4.963 1.530 -2.366 -0.065 -0.014 -0.079
N 5.494 0.355 -1.873 -0.061 0.009 0.010
H 3.677 -2.094 -0.425 -0.012 0.006 -0.034
H 5.248 -1.590 0.211 -0.029 -0.055 0.018
H 5.158 -2.407 -1.361 -0.026 -0.032 0.021
H 2.851 2.172 -2.338 0.004 0.008 0.027
H 5.576 2.294 -2.810 -0.022 0.025 0.057
H 6.467 0.123 -1.825 0.043 -0.035 0.022
```
Positions in Å, forces in eV/Å.

## Properties
ΔE to the lowest compared entry with this formula, charge and spin	40.1	kcal/mol
net charge	-2
electronic energy	-12539.1706	a.u.
LUMO energy	3.3	eV
strongest force on any atom	1.6	eV/Å